Record 1
The following is a DFT calculation (ωB97M-V/def2-TZVPD) of a cluster of 2 separate species, C5H14 in total.

## Properties
Multiplicity: 1
SMILES: CCC.CC
Kohn-Sham gap: 12.05 eV
HOMO: -11.05 eV
Total energy: -5411.553 eV
Relative energy (zero: lowest compared OMol25 entry of this formula, charge and spin): 47.9 kJ/mol

Atoms and positions in Å:
C 1.14 -1.75 -0.78
C 0.51 -2.06 0.56
C 0.00 -3.50 0.64
H 1.91 -2.52 -0.97
H 1.47 -0.72 -0.80
H 0.53 -1.99 -1.65
H 1.13 -1.81 1.43
H -0.35 -1.41 0.80
H 0.35 -4.13 1.46
H -1.09 -3.60 0.58
H 0.33 -4.10 -0.22
C -0.35 3.57 -0.81
C -1.11 3.33 0.52
H -0.04 2.59 -1.18
H -1.03 3.98 -1.55
H 0.45 4.26 -0.57
H -1.95 2.64 0.41
H -1.47 4.29 0.87
H -0.42 2.93 1.26

=====

Record 2
The following is a DFT calculation (ωB97M-V/def2-TZVPD) of the ion C18H26NO5 with charge +1.

## Properties
Multiplicity: 1
SMILES: CCOC(=O)c1oc2cccc(OC[C@@H](O)C[NH2+]C(C)C)c2c1C
Kohn-Sham gap: 8.67 eV
Charge: +1
HOMO: -11.10 eV
Total energy: -30809.712 eV

Atoms and positions in Å:
C -5.34 -2.03 -1.26
C -5.31 -0.85 -0.31
O -3.99 -0.27 -0.34
C -3.84 0.87 0.33
O -4.71 1.41 0.97
C -2.47 1.39 0.21
O -2.19 2.55 0.87
C -0.91 2.85 0.61
C -0.21 3.96 1.06
C 1.10 4.07 0.66
C 1.72 3.10 -0.14
C 1.02 1.99 -0.58
O 1.53 0.94 -1.33
C 2.87 0.94 -1.79
C 3.80 0.16 -0.83
O 3.96 0.80 0.42
C 3.23 -1.23 -0.50
N 2.09 -1.02 0.42
C 1.36 -2.21 0.94
C 2.31 -3.13 1.70
C 0.24 -1.70 1.84
C -0.33 1.86 -0.21
C -1.38 0.92 -0.48
C -1.32 -0.28 -1.36
H -6.33 -2.47 -1.25
H -4.61 -2.78 -0.95
H -5.11 -1.71 -2.27
H -5.53 -1.15 0.72
H -6.03 -0.08 -0.61
H -0.68 4.70 1.68
H 1.69 4.92 0.97
H 2.75 3.24 -0.41
H 3.24 1.95 -1.95
H 2.85 0.43 -2.75
H 4.77 0.04 -1.34
H 4.54 1.57 0.34
H 2.89 -1.73 -1.40
H 3.99 -1.83 -0.01
H 2.47 -0.47 1.21
H 1.44 -0.39 -0.09
H 0.95 -2.74 0.08
H 3.03 -3.60 1.05
H 2.84 -2.58 2.48
H 1.74 -3.92 2.18
H 0.65 -1.23 2.73
H -0.39 -0.98 1.32
H -0.38 -2.53 2.15
H -0.36 -0.35 -1.86
H -1.53 -1.19 -0.80
H -2.10 -0.20 -2.12

=====

Record 3
The following is a DFT calculation (ωB97M-V/def2-TZVPD) of a cluster of 11 separate species, C55H55N11 in total.

## Properties
Multiplicity: 1
SMILES: c1ccncc1.c1ccncc1.c1ccncc1.c1ccncc1.c1ccncc1.c1ccncc1.c1ccncc1.c1ccncc1.c1ccncc1.c1ccncc1.c1ccncc1
Kohn-Sham gap: 9.73 eV
HOMO: -9.13 eV
Total energy: -74314.393 eV
Relative energy (zero: lowest compared OMol25 entry of this formula, charge and spin): 144.6 kJ/mol

Atoms and positions in Å:
C -1.60 -6.19 -0.01
C -0.46 -5.60 -0.55
C -0.54 -4.24 -0.78
N -1.60 -3.46 -0.49
C -2.68 -4.09 -0.02
C -2.71 -5.41 0.30
H -1.53 -7.20 0.23
H 0.48 -6.08 -0.83
H 0.32 -3.73 -1.17
H -3.57 -3.50 0.18
H -3.60 -5.90 0.65
C -3.79 3.55 -1.74
C -3.41 2.69 -2.74
C -4.37 1.87 -3.31
N -5.63 1.80 -2.99
C -5.99 2.64 -2.04
C -5.13 3.54 -1.42
H -3.05 4.20 -1.32
H -2.37 2.72 -3.10
H -4.06 1.09 -3.95
H -6.98 2.52 -1.63
H -5.54 4.18 -0.64
C 1.94 6.08 2.99
C 1.95 4.92 3.70
C 3.08 4.15 3.75
N 4.18 4.38 3.08
C 4.14 5.46 2.31
C 3.07 6.35 2.22
H 1.04 6.66 2.87
H 1.11 4.66 4.31
H 3.13 3.29 4.43
H 5.11 5.54 1.79
H 3.21 7.28 1.64
C 5.34 0.19 2.50
C 4.08 0.77 2.46
C 3.09 -0.03 3.03
N 3.22 -1.25 3.51
C 4.44 -1.72 3.54
C 5.54 -1.07 3.08
H 6.20 0.82 2.23
H 3.80 1.65 1.99
H 2.11 0.41 3.05
H 4.52 -2.70 3.93
H 6.50 -1.49 3.28
C 3.49 3.15 -0.51
C 4.36 2.30 -1.09
C 4.29 2.12 -2.45
N 3.45 2.73 -3.31
C 2.61 3.56 -2.70
C 2.56 3.84 -1.37
H 3.51 3.23 0.57
H 5.01 1.67 -0.48
H 4.92 1.36 -2.90
H 1.87 4.03 -3.34
H 1.88 4.57 -0.97
C 2.07 -0.92 -5.66
C 1.58 -2.25 -5.58
C 1.51 -2.81 -4.33
N 1.59 -2.10 -3.18
C 2.07 -0.87 -3.28
C 2.32 -0.25 -4.49
H 2.16 -0.42 -6.60
H 1.42 -2.80 -6.47
H 1.10 -3.81 -4.26
H 2.31 -0.42 -2.35
H 2.83 0.72 -4.48
C -0.02 -0.26 -0.17
C -1.34 0.14 0.09
C -1.56 1.31 0.84
N -0.58 2.05 1.33
C 0.65 1.58 1.22
C 1.03 0.44 0.51
H 0.27 -1.07 -0.80
H -2.07 -0.55 -0.32
H -2.58 1.72 1.02
H 1.41 2.24 1.73
H 2.01 0.05 0.47
C -2.61 0.95 6.23
C -2.24 1.66 7.36
C -1.06 2.36 7.29
N -0.30 2.37 6.22
C -0.68 1.76 5.11
C -1.81 1.00 5.09
H -3.47 0.26 6.33
H -2.81 1.54 8.26
H -0.65 2.82 8.22
H -0.03 1.81 4.28
H -2.01 0.51 4.14
C -3.68 -1.73 -4.76
C -3.09 -1.99 -3.54
C -1.88 -1.35 -3.30
N -1.21 -0.46 -4.09
C -1.81 -0.26 -5.24
C -3.03 -0.82 -5.61
H -4.65 -2.11 -5.05
H -3.48 -2.61 -2.76
H -1.36 -1.54 -2.36
H -1.37 0.52 -5.89
H -3.41 -0.69 -6.61
C -5.51 -1.20 1.15
C -5.13 -0.60 -0.06
C -5.45 -1.39 -1.16
N -6.04 -2.57 -1.18
C -6.23 -3.11 0.00
C -6.07 -2.50 1.19
H -5.20 -0.77 2.09
H -4.50 0.28 -0.16
H -5.23 -0.94 -2.14
H -6.78 -4.05 0.04
H -6.33 -3.07 2.09
C 4.14 -4.44 0.80
C 4.85 -3.58 -0.01
C 4.22 -2.43 -0.45
N 2.93 -2.17 -0.27
C 2.28 -3.01 0.52
C 2.84 -4.18 1.08
H 4.64 -5.35 1.15
H 5.90 -3.81 -0.32
H 4.79 -1.72 -1.06
H 1.28 -2.76 0.63
H 2.11 -4.70 1.71

=====

Record 4
The following is a DFT calculation (ωB97M-V/def2-TZVPD) of a cluster of 7 separate species, C5H27N3O6 in total.

## Properties
Multiplicity: 1
SMILES: CN(CCN)CCN.O.O.O.O.O.O
Kohn-Sham gap: 8.32 eV
HOMO: -7.99 eV
Total energy: -22377.138 eV
Relative energy (zero: lowest compared OMol25 entry of this formula, charge and spin): 222.7 kJ/mol

Atoms and positions in Å:
C -1.30 -1.86 -3.04
N -0.54 -1.66 -1.80
C 0.41 -0.58 -1.91
C 0.07 0.74 -2.64
N 0.74 1.91 -2.02
C -1.55 -1.56 -0.73
C -1.13 -0.99 0.67
N -2.21 -0.21 1.28
H -0.57 -1.94 -3.83
H -2.25 -1.32 -3.10
H -1.59 -2.92 -2.90
H 0.87 -0.27 -0.98
H 1.29 -0.96 -2.48
H 0.36 0.90 -3.66
H -1.01 0.86 -2.58
H 1.63 1.61 -1.63
H 0.15 2.18 -1.22
H -2.03 -2.55 -0.63
H -2.39 -0.89 -1.02
H -0.75 -1.80 1.33
H -0.27 -0.38 0.44
H -2.90 -0.74 1.79
H -2.58 0.45 0.61
O -1.96 2.46 0.22
H -2.73 2.97 0.43
H -1.14 2.64 0.71
O 0.14 0.98 3.31
H -0.46 0.29 3.64
H -0.13 1.08 2.38
O 2.04 0.68 0.85
H 2.41 0.82 1.73
H 2.07 -0.28 0.70
O 1.75 -1.59 2.51
H 1.29 -0.85 2.91
H 2.65 -1.36 2.27
O 0.38 3.02 1.45
H 1.28 2.66 1.46
H 0.15 3.05 2.39
O 2.32 -2.17 -0.09
H 1.61 -2.57 0.42
H 2.38 -2.78 -0.84

=====

Record 5
The following is a DFT calculation (ωB97M-V/def2-TZVPD) of the molecule C6H16N2.

## Properties
Multiplicity: 1
SMILES: CCCNCCCN
Kohn-Sham gap: 9.10 eV
HOMO: -8.00 eV
Total energy: -9458.353 eV
Relative energy (zero: lowest compared OMol25 entry of this formula, charge and spin): 359.0 kJ/mol

Atoms and positions in Å:
C -2.09 2.56 2.35
C -0.63 2.09 2.00
C -0.72 0.61 1.61
N 0.30 0.33 0.54
C 0.69 -0.94 0.03
C 0.89 -0.88 -1.45
C 1.26 -2.29 -2.05
N 0.85 -2.37 -3.52
H -2.22 3.68 2.69
H -2.71 1.82 2.89
H -2.65 2.85 1.48
H -0.17 2.22 3.00
H -0.34 2.74 1.15
H -1.57 0.24 1.20
H -0.38 -0.12 2.46
H 0.67 1.12 -0.13
H -0.12 -1.70 0.22
H 1.61 -1.36 0.48
H 0.24 -0.29 -1.96
H 1.92 -0.25 -1.51
H 2.31 -2.81 -1.84
H 0.53 -3.01 -1.69
H 1.67 -2.75 -4.16
H 0.65 -1.50 -3.79

=====

Record 6
The following is a DFT calculation (ωB97M-V/def2-TZVPD) of a cluster of 2 separate species, CH4ClNO in total.

## Properties
Multiplicity: 1
SMILES: O=CCl.N
Kohn-Sham gap: 11.35 eV
HOMO: -10.54 eV
Total energy: -17161.590 eV
Relative energy (zero: lowest compared OMol25 entry of this formula, charge and spin): 87.3 kJ/mol

Atoms and positions in Å:
O -2.38 -1.10 1.09
C -2.57 -0.03 0.64
Cl -3.83 0.32 -0.49
H -1.96 0.83 0.82
N 0.49 -0.24 -1.20
H -0.30 -0.11 -1.87
H 1.35 -0.39 -1.76
H 0.45 -1.14 -0.80

=====

- Look up the total energy of the first one.
  -5411.553 eV

=====

- What is the total energy in the third record?
  -74314.393 eV

=====

- Which value of HOMO does entry 3 give?
  -9.13 eV